(1)
C6H7N | ωB97M-V/def2-TZVPD

The geometry in XYZ format:
```
14
Properties=species:S:1:pos:R:3:forces:R:3
N 1.797441 0.982031 0.491521 -0.07 1.61 -0.92
C 0.172991 -0.550676 0.284482 0.23 2.55 -3.24
C -1.824498 -0.942930 -1.266952 0.33 1.79 -0.51
C -0.825505 -1.344538 -0.466429 1.11 -1.52 -0.95
C -0.175982 0.423181 1.253023 -0.37 -0.82 0.97
C 0.821677 1.342499 1.391195 -1.75 -1.65 0.21
C 1.324224 -0.015722 -0.360165 -1.46 -0.94 2.57
H -0.477766 -2.315733 -0.840578 -0.71 -1.05 1.83
H -2.709690 -1.504613 -1.534199 0.65 -0.80 -0.58
H 1.490497 -0.213474 -1.405685 1.17 0.16 0.17
H -1.650704 -0.030007 -1.861910 -1.06 0.65 1.32
H -1.061309 0.396133 1.873556 0.00 0.00 -0.10
H 2.526890 1.656367 0.330025 0.25 -0.42 -0.56
H 0.591735 2.117483 2.112112 1.67 0.44 -0.21
```
Forces are in eV/Å.

Summary:
Energy relative to the best compared isomer or geometry (same formula, charge and spin), kcal/mol: 82.0
Structure (SMILES): C=Cc1cc[nH]c1
M, g mol⁻¹: 93.13

(2)
C6H7N | ωB97M-V/def2-TZVPD

The geometry in XYZ format:
```
14
Properties=species:S:1:pos:R:3:forces:R:3
N -0.611480 -0.165103 -2.760738 1.30 2.62 -0.48
C -0.281268 -0.820759 0.361821 -0.12 -0.35 -0.09
C -0.219592 -0.775502 1.758644 -0.21 -0.95 -1.06
C 0.644186 1.489911 1.548847 -0.20 -2.71 -3.24
C 0.337313 0.368883 2.323702 -0.46 1.16 1.42
C 0.703267 1.397030 0.047948 -0.19 0.86 2.54
C 0.036090 0.288678 -0.403383 1.55 -0.23 4.90
H 0.191212 -0.045177 -3.423688 -0.78 -0.45 1.02
H -1.076428 -1.018111 -2.933396 -0.23 -1.47 0.24
H 1.087825 2.139319 -0.612980 -0.03 0.69 0.00
H -0.226396 0.207603 -1.496418 -0.97 -0.59 -4.13
H -0.445488 -1.730907 -0.225896 -0.39 0.18 0.64
H -0.505220 -1.661216 2.357645 0.30 0.68 -0.29
H 0.365978 0.325351 3.457892 0.43 0.56 -1.48
```
Forces are in eV/Å.

Summary:
Energy relative to the best compared isomer or geometry (same formula, charge and spin), kcal/mol: 175.1
M, g mol⁻¹: 93.13

(3)
C6H7N | ωB97M-V/def2-TZVPD

The geometry in XYZ format:
```
14
Properties=species:S:1:pos:R:3:forces:R:3
N -0.574185 3.237756 -0.160425 0.12 -1.05 0.31
C -1.169879 -0.271652 -0.072753 -0.10 0.03 -0.03
C -0.141653 0.733253 0.482166 0.01 0.00 -0.03
C 0.926439 -1.297847 -0.062575 -0.15 -0.06 -0.04
C -0.403901 2.133370 0.139514 -0.15 0.94 -0.29
C 1.144243 0.194289 -0.172524 0.09 0.06 -0.04
C -0.378625 -1.561151 -0.009083 0.15 0.00 -0.05
H -0.837588 -2.544581 -0.009771 0.09 0.14 0.02
H 1.730690 -2.024638 -0.113398 -0.15 0.08 0.03
H -2.138334 -0.271431 0.431577 0.17 -0.01 0.02
H 1.089609 0.475927 -1.235884 0.26 0.02 0.12
H 2.073018 0.590568 0.242170 -0.13 -0.10 0.04
H -1.327616 -0.011440 -1.130969 -0.21 -0.07 0.14
H -0.078911 0.639168 1.574333 0.00 0.01 -0.20
```
Forces are in eV/Å.

Summary:
Energy relative to the best compared isomer or geometry (same formula, charge and spin), kcal/mol: 21.9
Structure (SMILES): N#CC1CC=CC1
M, g mol⁻¹: 93.13